Record 1
Here is 3 unconnected molecules or ions with the total composition C3H10N3 at a distorted geometry from the OMol25 dataset. Energies are from ωB97M-V/def2-TZVPD.

Geometry as XYZ:
```
16
Properties=species:S:1:pos:R:3:mulliken_charge:R:1
C -2.00 -1.04 0.01 0.32
C 4.18 0.18 0.35 -0.63
C 2.05 -0.72 -0.40 0.00
N -0.82 -0.99 0.11 -0.50
N -3.25 -1.12 -0.29 -0.50
N 2.77 -0.02 0.38 -0.10
H -6.62 0.72 -4.08 0.00
H 4.37 -0.47 -0.47 0.23
H 4.38 1.18 -0.06 0.34
H 4.65 0.24 1.31 0.31
H -6.17 0.32 -4.53 0.00
H 0.95 -0.95 -0.10 0.30
H 2.52 -1.25 -1.17 0.29
H -3.90 -0.31 -0.42 0.31
H -3.80 -1.76 0.35 0.31
H 2.22 0.48 1.12 0.33
```

The charge is +1. The value obtained for the total energy is -7734.162 eV. As for the energy above the lowest of the compared OMol25 structures with the same formula, charge and spin: 94.61 kcal per mole. Its HOMO energy is -13.8 eV. The LUMO energy is -4.3 eV. As for the strongest force on any atom: 5.35 eV/A.

---

Record 2
Here is a gas-phase ion, C3H10N3 (charge +1) at a distorted geometry from the OMol25 dataset. Energies are from ωB97M-V/def2-TZVPD.

Geometry as XYZ:
```
16
Properties=species:S:1:pos:R:3:mulliken_charge:R:1
C 2.24 -0.37 0.23 -0.77
N 1.35 0.79 0.33 -0.59
N 0.05 0.42 0.63 0.08
C -0.86 0.17 -0.26 0.65
C -2.27 -0.62 0.30 -1.04
N -0.70 0.52 -1.47 -0.32
H 3.33 -0.13 -0.04 0.30
H 2.37 -0.79 1.18 0.35
H 1.88 -0.83 -0.61 0.32
H 1.65 1.43 1.08 0.28
H -0.28 0.18 1.53 0.15
H -2.06 -1.52 -0.28 0.34
H -3.14 -0.22 -0.10 0.39
H -2.14 -0.67 1.37 0.32
H -1.56 0.73 -2.12 0.31
H 0.14 0.91 -1.77 0.23
```

The charge is +1. The value obtained for the total energy is -7735.206 eV. As for the energy above the lowest of the compared OMol25 structures with the same formula, charge and spin: 70.53 kcal per mole. Its HOMO energy is -14.4 eV. The LUMO energy is -3.1 eV. Its SMILES is CNNC(C)=[NH2+]. As for the strongest force on any atom: 6.07 eV/A.

---

Record 3
Here is 3 unconnected molecules or ions with the total composition C3H10N3O at a distorted geometry from the OMol25 dataset. Energies are from ωB97M-V/def2-TZVPD.

Geometry as XYZ:
```
17
Properties=species:S:1:pos:R:3:mulliken_charge:R:1
C -1.96 -1.18 1.45 -0.22
C 0.71 1.34 -1.86 0.84
C 1.25 1.64 -2.98 -0.91
N -0.86 0.74 2.10 -0.54
N -0.97 -0.34 1.47 0.31
N 1.08 -1.32 -0.11 -0.75
O 0.41 0.91 -0.82 -0.51
H -1.92 -2.06 0.85 0.21
H -2.84 -1.14 2.03 0.27
H 0.77 2.17 -3.89 0.29
H 2.33 1.94 -2.84 0.26
H -0.06 1.36 2.14 0.24
H -1.69 0.84 2.73 0.24
H 0.02 -0.85 0.94 0.45
H 1.62 -2.12 0.15 0.22
H 1.60 -0.52 -0.43 0.27
H 0.51 -1.41 -0.94 0.33
```

The charge is +1. The value obtained for the total energy is -9781.208 eV. As for the energy above the lowest of the compared OMol25 structures with the same formula, charge and spin: 117.42 kcal per mole. Its HOMO energy is -13.0 eV. The LUMO energy is -3.2 eV. As for the strongest force on any atom: 6.83 eV/A.

---

Record 4
Here is 2 unconnected molecules or ions with the total composition C3H10N3S at a distorted geometry from the OMol25 dataset. Energies are from ωB97M-V/def2-TZVPD.

Geometry as XYZ:
```
17
Properties=species:S:1:pos:R:3:mulliken_charge:R:1
C 2.13 0.43 0.01 -0.23
C 1.40 -0.86 -0.15 -0.70
S 0.52 -0.91 -1.79 -0.67
N 1.20 1.63 -0.13 -0.57
H 2.97 0.50 -0.76 0.21
H 2.53 0.46 1.03 0.26
H 0.57 -1.00 0.58 0.18
H 2.06 -1.75 -0.10 0.30
H 0.56 1.55 -0.92 0.20
H 1.81 2.41 -0.27 0.20
N -2.01 0.38 0.17 -0.27
C -2.41 0.16 1.46 0.04
N -1.54 -0.05 2.40 -0.60
H -1.14 0.05 -0.29 0.00
H -2.63 0.85 -0.45 0.16
H -3.45 0.13 1.71 0.32
H -1.94 -0.70 3.06 0.17
```

The charge is -1. The value obtained for the total energy is -18578.904 eV. As for the energy above the lowest of the compared OMol25 structures with the same formula, charge and spin: 37.72 kcal per mole. Its HOMO energy is -2.7 eV. The LUMO energy is 3.8 eV. As for the strongest force on any atom: 2.53 eV/A.

---

Record 5
Here is a molecular structure, C3H10N3S at a distorted geometry from the OMol25 dataset. Energies are from ωB97M-V/def2-TZVPD.

Geometry as XYZ:
```
17
Properties=species:S:1:pos:R:3:mulliken_charge:R:1
C 0.32 1.78 -1.20 -0.84
C -0.34 -1.98 -0.53 -0.76
C 0.76 0.40 0.80 -0.45
N -1.36 0.39 -0.31 -0.83
N 0.24 -0.05 1.98 -0.44
N -0.23 0.87 -0.19 0.70
S 1.31 -1.40 -0.47 0.05
H 0.28 2.78 -0.98 0.40
H -0.29 1.95 -2.11 0.33
H 1.31 1.50 -1.40 0.38
H -0.65 -2.56 -1.40 0.40
H -1.09 -1.08 -0.73 0.33
H -0.56 -2.51 0.40 0.32
H 1.62 1.07 0.88 0.51
H -1.78 -0.13 0.51 0.39
H 0.82 -0.01 2.81 0.26
H -0.36 -1.02 1.94 0.24
```

The charge is +1. The value obtained for the total energy is -18568.155 eV. As for the energy above the lowest of the compared OMol25 structures with the same formula, charge and spin: 108.80 kcal per mole. Its HOMO energy is -13.4 eV. The LUMO energy is -5.4 eV. As for the strongest force on any atom: 3.89 eV/A.

---

Record 6
Here is a gas-phase ion, C3H10N3S2 (charge +1) at a distorted geometry from the OMol25 dataset. Energies are from ωB97M-V/def2-TZVPD.

Geometry as XYZ:
```
18
Properties=species:S:1:pos:R:3:mulliken_charge:R:1
N 2.55 1.10 -0.87 -0.46
C 1.69 0.19 -0.26 0.74
N 2.15 -0.95 0.33 -0.33
N 0.41 0.45 -0.24 -0.05
C -0.73 -0.53 0.41 -0.31
S -1.06 -1.90 -0.66 -0.04
C -1.98 0.33 0.94 -1.04
S -2.89 1.09 -0.47 -0.16
H 3.56 1.03 -0.53 0.28
H 2.27 2.06 -0.98 0.27
H 3.02 -1.24 0.04 0.27
H 1.41 -1.57 0.30 0.18
H 0.05 1.29 -0.57 0.20
H -0.59 -1.11 1.38 0.30
H -1.84 -1.24 -1.53 0.15
H -2.59 -0.27 1.55 0.44
H -1.59 1.12 1.59 0.41
H -3.83 0.17 -0.42 0.17
```

The charge is +1. The value obtained for the total energy is -29407.313 eV. As for the energy above the lowest of the compared OMol25 structures with the same formula, charge and spin: 20.29 kcal per mole. Its HOMO energy is -13.0 eV. The LUMO energy is -3.0 eV. Its SMILES is NC(N)=[NH+][C@H](S)CS. As for the strongest force on any atom: 4.58 eV/A.

---

Record 7
Here is a molecular structure, C3H10N4 at a distorted geometry from the OMol25 dataset. Energies are from ωB97M-V/def2-TZVPD.

Geometry as XYZ:
```
17
Properties=species:S:1:pos:R:3:mulliken_charge:R:1
C 2.19 0.47 -0.35 -0.81
N 1.30 -0.31 0.49 -0.23
N 1.40 -1.64 0.13 -0.57
H 0.17 0.42 0.59 0.36
H 1.08 -2.26 0.86 0.23
H 0.95 -1.86 -0.77 0.23
H 2.19 1.49 0.03 0.32
H 1.84 0.49 -1.39 0.30
H 3.22 0.09 -0.30 0.30
C -1.23 0.88 -0.15 -0.23
C -2.26 1.45 0.56 -0.53
N -1.17 -0.50 -0.49 0.19
N -1.95 -1.30 0.06 -0.68
H -1.53 -2.24 0.06 0.24
H -0.83 1.46 -0.99 0.32
H -2.83 0.86 1.25 0.30
H -2.54 2.48 0.39 0.26
```

The charge is 0. The value obtained for the total energy is -9227.545 eV. As for the energy above the lowest of the compared OMol25 structures with the same formula, charge and spin: 139.26 kcal per mole. Its HOMO energy (spin up / spin down) is -7.8 / -7.8 eV. The LUMO energy (spin up / spin down) is -0.6 / -0.6 eV. As for the strongest force on any atom: 4.76 eV/A.

---

Record 8
Here is a gas-phase ion, C3H10N4 (charge +2) at a distorted geometry from the OMol25 dataset. Energies are from ωB97M-V/def2-TZVPD.

Geometry as XYZ:
```
17
Properties=species:S:1:pos:R:3:mulliken_charge:R:1
N 0.25 -0.81 -1.91 -0.58
N -0.92 -0.34 -1.28 0.06
C -0.66 0.74 -0.19 0.40
N -1.21 1.89 -0.38 -0.29
C 0.20 0.45 0.91 -0.59
C 0.99 -0.70 1.15 0.11
N 1.48 -0.91 2.36 -0.31
H 1.06 -0.23 -2.22 0.31
H 0.02 -1.43 -2.63 0.25
H -1.39 -1.15 -0.76 0.45
H -1.69 -0.13 -1.91 0.43
H -1.00 2.56 0.40 0.29
H -1.80 2.11 -1.08 0.20
H 0.03 1.17 1.79 0.20
H 1.14 -1.47 0.43 0.47
H 2.16 -1.68 2.35 0.31
H 1.32 -0.06 2.96 0.28
```

The charge is +2. The value obtained for the total energy is -9213.890 eV. As for the energy above the lowest of the compared OMol25 structures with the same formula, charge and spin: 69.53 kcal per mole. Its HOMO energy is -17.9 eV. The LUMO energy is -9.1 eV. Its SMILES is N[NH2+]/C(N)=C\C=[NH2+]. As for the strongest force on any atom: 4.05 eV/A.

---

Record 9
Here is C3H10N4O in the gas phase at a distorted geometry from the OMol25 dataset. Energies are from ωB97M-V/def2-TZVPD.

Geometry as XYZ:
```
18
Properties=species:S:1:pos:R:3:mulliken_charge:R:1
C -1.90 0.33 -0.23 -0.92
N -0.50 0.60 -0.51 0.01
C -0.24 1.93 -0.14 -1.09
C 0.41 -0.32 -0.03 0.46
N 1.39 0.09 0.73 -0.24
N 2.32 -0.94 1.09 -0.80
N 0.07 -1.66 -0.22 -0.26
O -0.38 -2.02 -1.57 -0.37
H -2.66 0.57 -1.02 0.30
H -2.14 0.79 0.83 0.31
H -2.02 -0.84 -0.09 0.32
H -0.14 2.03 0.97 0.41
H 0.73 2.18 -0.48 0.36
H -0.86 2.71 -0.60 0.30
H 1.99 -1.40 1.96 0.23
H 3.08 -0.44 1.57 0.29
H 0.95 -2.23 -0.05 0.38
H -0.11 -1.37 -2.21 0.33
```

The charge is 0. The value obtained for the total energy is -11277.464 eV. As for the energy above the lowest of the compared OMol25 structures with the same formula, charge and spin: 109.22 kcal per mole. Its HOMO energy is -8.6 eV. The LUMO energy is 1.0 eV. Its SMILES is CN(C)/C(=N/N)NO. As for the strongest force on any atom: 4.09 eV/A.

---

Record 10
Here is 2 unconnected molecules or ions with the total composition C3H10N4O at a distorted geometry from the OMol25 dataset. Energies are from ωB97M-V/def2-TZVPD.

Geometry as XYZ:
```
18
Properties=species:S:1:pos:R:3:mulliken_charge:R:1
H -3.53 0.04 -0.02 0.20
N -2.94 -0.36 0.70 -0.74
C -1.77 0.14 0.76 0.82
C -0.89 -0.16 1.94 -0.99
N -1.28 1.05 -0.16 -0.50
H -1.42 -0.80 2.63 0.32
H -0.57 0.75 2.44 0.31
H 0.00 -0.70 1.62 0.22
H -1.82 1.44 -0.91 0.15
H -0.42 1.54 0.09 0.19
N 2.99 -0.31 -1.15 -0.48
C 1.70 0.06 -0.85 0.63
N 0.74 -0.82 -1.31 -0.34
O 1.47 1.18 -0.43 -0.64
H 3.72 0.30 -0.80 0.23
H 3.22 -1.27 -1.31 0.19
H -0.21 -0.49 -1.34 0.23
H 1.00 -1.57 -1.92 0.20
```

The charge is 0. The value obtained for the total energy is -11282.201 eV. As for the energy above the lowest of the compared OMol25 structures with the same formula, charge and spin: 0.00 kcal per mole. Its HOMO energy is -8.9 eV. The LUMO energy is 0.7 eV. Its SMILES is [H]/N=C(/C)N.NC(N)=O. As for the strongest force on any atom: 1.94 eV/A.

---

Record 11
Here is C3H10N4O in the gas phase at a distorted geometry from the OMol25 dataset. Energies are from ωB97M-V/def2-TZVPD.

Geometry as XYZ:
```
18
Properties=species:S:1:pos:R:3:mulliken_charge:R:1
N 0.55 0.67 -1.60 -0.58
C -0.34 0.94 -0.58 0.24
N -0.73 2.26 -0.39 -0.58
C -0.68 -0.01 0.34 0.56
N -1.44 0.40 1.48 -0.69
C -0.26 -1.44 0.20 -1.08
N 1.07 -1.80 0.68 -0.25
O 2.10 -1.23 -0.41 -0.53
H 1.35 -0.02 -1.27 0.32
H 0.93 1.51 -2.03 0.25
H -1.59 2.33 0.14 0.28
H -0.77 2.80 -1.25 0.22
H -0.93 1.02 2.10 0.22
H -1.78 -0.40 2.01 0.23
H -0.32 -1.75 -0.85 0.33
H -0.95 -2.08 0.78 0.45
H 1.33 -1.17 1.44 0.29
H 2.47 -2.03 -0.80 0.32
```

The charge is 0. The value obtained for the total energy is -11278.755 eV. As for the energy above the lowest of the compared OMol25 structures with the same formula, charge and spin: 79.47 kcal per mole. Its HOMO energy is -6.7 eV. The LUMO energy is 0.9 eV. Its SMILES is NC(N)=C(N)CNO. As for the strongest force on any atom: 2.85 eV/A.

---

Record 12
Here is a gas-phase ion, C3H10N5 (charge +1) at a distorted geometry from the OMol25 dataset. Energies are from ωB97M-V/def2-TZVPD.

Geometry as XYZ:
```
18
Properties=species:S:1:pos:R:3:mulliken_charge:R:1
H 2.60 0.11 3.86 0.33
N 2.21 0.35 2.94 -0.23
N 1.01 0.16 2.86 -0.38
N 0.39 0.39 1.64 1.32
N -0.70 1.17 1.78 -0.50
N 0.79 -0.36 0.76 -0.43
C 0.28 -0.79 -0.48 -0.39
C -0.60 0.10 -1.34 -0.30
C -0.78 -0.59 -2.69 -1.44
H -1.30 1.32 0.98 0.22
H -0.66 1.90 2.47 0.31
H -0.25 -1.73 -0.27 0.36
H 1.18 -1.08 -1.04 0.34
H -1.58 0.27 -0.89 0.30
H -0.11 1.07 -1.49 0.37
H 0.18 -0.75 -3.17 0.40
H -1.27 -1.55 -2.57 0.38
H -1.39 0.02 -3.35 0.34
```

The charge is +1. The value obtained for the total energy is -10712.139 eV. As for the energy above the lowest of the compared OMol25 structures with the same formula, charge and spin: 121.83 kcal per mole. Its HOMO energy is -15.1 eV. The LUMO energy is -5.2 eV. Its SMILES is [H]/N=N/[N+](N)=N/CCC. As for the strongest force on any atom: 4.16 eV/A.

---

> Look up the charge of the tenth one.

0

---

> What is the formula in the fifth record?

C3H10N3S